{
  "formula": "C37H42As2BrN5O6S2SeSi2Sn",
  "method": "ωB97M-V with the def2-TZVPD basis set",
  "species": ["Sn", "Se", "N", "C", "C", "C", "C", "C", "N", "C", "C", "N", "C", "C", "C", "C", "C", "N", "H", "H", "H", "H", "H", "H", "C", "C", "C", "C", "C", "Br", "N", "C", "H", "H", "H", "H", "H", "H", "O", "As", "O", "O", "C", "C", "C", "C", "C", "C", "S", "O", "O", "O", "H", "H", "H", "H", "H", "C", "Si", "C", "C", "C", "C", "C", "C", "C", "Si", "C", "C", "H", "H", "H", "H", "H", "H", "H", "H", "H", "H", "H", "H", "H", "H", "H", "H", "C", "As", "C", "C", "S", "H", "H", "H", "H", "H", "H", "H", "H", "H"],
  "coordinates": [[0.096, 0.207, -0.427], [-2.913, 3.029, -7.175], [-3.420, 1.640, -6.100], [-2.610, 1.731, -5.030], [-2.671, 0.785, -3.941], [-3.562, -0.272, -3.888], [-3.540, -1.161, -2.808], [-2.606, -0.975, -1.802], [-1.728, 0.026, -1.830], [-1.740, 0.925, -2.861], [-0.777, 1.931, -2.844], [0.138, 1.948, -1.782], [1.091, 2.910, -1.797], [1.191, 3.857, -2.779], [0.274, 3.855, -3.856], [-0.708, 2.888, -3.901], [-1.650, 2.774, -5.001], [-1.595, 3.610, -6.050], [-4.269, -0.388, -4.700], [-4.234, -1.989, -2.741], [-2.552, -1.635, -0.942], [1.790, 2.878, -0.969], [1.972, 4.602, -2.706], [0.330, 4.584, -4.654], [0.975, 0.807, -6.579], [0.745, -0.204, -5.496], [0.079, -1.404, -5.727], [-0.101, -2.320, -4.705], [0.399, -1.978, -3.458], [0.189, -3.233, -2.034], [0.998, -0.844, -3.188], [1.170, 0.021, -4.190], [1.081, 0.318, -7.550], [1.877, 1.390, -6.385], [0.147, 1.513, -6.647], [-0.302, -1.623, -6.719], [-0.602, -3.264, -4.857], [1.690, 0.946, -3.945], [-0.190, 3.954, 0.865], [0.765, 2.921, 1.929], [1.956, 3.790, 2.620], [1.198, 1.578, 1.024], [-0.587, 2.603, 3.317], [-0.371, 3.386, 4.448], [-1.324, 3.463, 5.456], [-2.521, 2.778, 5.332], [-2.748, 1.987, 4.215], [-1.780, 1.884, 3.224], [-2.076, 0.691, 1.929], [-3.474, 0.328, 2.014], [-1.734, 1.379, 0.660], [-1.157, -0.393, 2.214], [-0.721, 3.394, 0.264], [0.558, 3.942, 4.508], [-1.132, 4.075, 6.330], [-3.281, 2.853, 6.101], [-3.673, 1.438, 4.096], [3.897, -1.727, -1.302], [3.829, -0.726, 0.296], [4.249, 1.071, -0.059], [5.157, -1.517, 1.430], [6.545, -1.689, 1.415], [7.165, -2.373, 2.447], [6.412, -2.892, 3.504], [5.038, -2.727, 3.537], [4.395, -2.039, 2.502], [2.621, -1.393, 2.137], [2.300, -0.145, 3.511], [1.380, -2.801, 2.121], [4.954, -1.785, -1.581], [3.336, -1.277, -2.122], [3.518, -2.741, -1.157], [5.326, 1.137, -0.243], [3.980, 1.716, 0.779], [3.724, 1.454, -0.938], [7.144, -1.293, 0.599], [8.242, -2.508, 2.444], [6.917, -3.421, 4.307], [4.470, -3.130, 4.371], [2.668, -0.585, 4.444], [1.242, 0.099, 3.612], [2.844, 0.784, 3.326], [1.409, -3.294, 3.097], [1.637, -3.534, 1.353], [0.360, -2.456, 1.942], [-5.915, -1.182, 2.625], [-4.442, -2.432, 2.670], [-5.376, -3.936, 3.488], [-3.271, -2.003, 4.145], [-3.709, -3.120, 0.840], [-6.220, -0.952, 3.647], [-6.717, -1.699, 2.100], [-5.630, -0.281, 2.097], [-5.888, -3.637, 4.405], [-4.649, -4.716, 3.707], [-6.091, -4.314, 2.759], [-3.914, -1.798, 5.003], [-2.617, -1.177, 3.931], [-2.679, -2.899, 4.329]],
  "forces_ev_per_angstrom": [[-0.0293, 0.2329, 0.0486], [0.0182, -0.0344, 0.0558], [0.0735, 0.0862, -0.0126], [-0.1674, -0.1874, -0.0734], [0.1159, 0.0775, 0.1350], [-0.0262, -0.0612, 0.0471], [-0.0253, -0.0187, -0.0249], [0.1214, 0.1304, -0.0542], [0.0855, -0.0999, -0.1300], [-0.0577, -0.1504, -0.0651], [0.0302, 0.0221, 0.0630], [-0.1157, 0.1230, -0.2380], [0.0963, -0.2698, 0.0923], [0.0435, 0.0545, -0.0380], [0.0687, 0.0363, -0.0106], [-0.0551, -0.0948, 0.0287], [0.2110, 0.1371, -0.0779], [-0.0554, -0.0363, -0.0447], [0.0076, -0.0037, -0.0022], [-0.0046, 0.0219, 0.0129], [-0.0307, 0.0582, -0.1101], [-0.0567, 0.0561, 0.0034], [-0.0070, -0.0014, -0.0095], [-0.0063, -0.0123, 0.0054], [0.0271, 0.0731, -0.0377], [-0.0964, -0.1519, 0.2008], [-0.0163, 0.0518, -0.0859], [0.0526, 0.0633, 0.0556], [-0.1893, -0.0205, -0.1366], [0.0778, 0.0254, -0.0020], [0.1497, -0.1150, 0.0122], [0.0633, 0.1550, -0.1333], [0.0037, 0.0053, 0.0127], [-0.0105, -0.0189, 0.0126], [-0.0961, 0.0311, 0.0372], [0.0011, 0.0044, 0.0204], [-0.0215, 0.0342, -0.0027], [-0.0897, -0.0624, 0.0600], [-0.1534, -0.0870, -0.2485], [-0.2980, -0.0868, -0.2517], [0.1160, 0.0496, 0.0486], [-0.1297, -0.0196, 0.1234], [0.0096, 0.0565, 0.0332], [-0.0455, -0.0676, -0.0098], [0.0187, 0.0212, 0.0223], [-0.0195, -0.0046, 0.0066], [0.0971, -0.0184, 0.0204], [-0.0370, -0.0288, 0.0472], [0.1564, 0.4264, -0.3336], [-0.1875, 0.1038, 0.1045], [0.1992, -0.1904, 0.3216], [0.1458, -0.2210, 0.1147], [0.2393, 0.1799, 0.3115], [-0.0074, -0.0075, -0.0136], [-0.0138, -0.0015, -0.0059], [0.0183, 0.0073, -0.0038], [0.0007, -0.0155, -0.0043], [-0.1849, 0.0717, 0.0261], [0.7721, 0.0638, -0.3356], [-0.1645, -0.0276, -0.0448], [-0.2017, -0.0080, 0.1634], [-0.1663, 0.0401, -0.0760], [0.0176, -0.0837, 0.1434], [0.1531, 0.0025, -0.0447], [-0.1555, 0.0477, -0.1133], [0.0591, 0.1084, -0.1861], [0.0884, -0.2493, 0.6933], [-0.1311, -0.0578, -0.1792], [-0.0843, 0.1087, -0.0442], [-0.0346, -0.0354, -0.0654], [-0.0353, 0.0288, 0.0410], [0.0553, 0.0108, 0.0153], [-0.0222, 0.0560, -0.0134], [0.0478, -0.0271, 0.0168], [0.0084, -0.0539, 0.0145], [-0.0144, 0.0015, 0.0245], [-0.0168, 0.0019, -0.0058], [-0.0101, 0.0052, -0.0132], [0.0126, 0.0124, -0.0154], [-0.0657, 0.0432, 0.0347], [-0.0440, -0.0202, -0.0199], [0.0066, -0.0229, 0.0020], [-0.0185, -0.0334, -0.0155], [0.0176, 0.0094, 0.0304], [0.0147, 0.0570, -0.0013], [0.0852, 0.0371, -0.0545], [-0.2314, -0.4798, -0.1095], [0.0215, 0.0387, 0.0671], [-0.1816, -0.1896, -0.0162], [-0.0277, 0.0629, 0.3212], [-0.0028, -0.0090, -0.0079], [-0.0574, 0.0299, 0.0074], [0.0484, 0.0130, -0.0242], [0.0044, -0.0074, -0.0255], [-0.0040, -0.0112, -0.0147], [-0.0157, -0.0090, 0.0176], [0.0737, 0.0177, 0.0100], [0.1629, 0.2237, -0.1308], [0.0221, -0.0043, 0.0310]],
  "lowdin_charge": [1.25, 0.81, -0.31, -0.41, -0.11, -0.03, -0.08, -0.20, -0.06, -0.19, -0.20, -0.07, -0.19, -0.09, -0.04, -0.13, -0.41, -0.31, 0.10, 0.09, 0.01, 0.08, 0.09, 0.09, -0.03, -0.24, -0.02, -0.11, -0.74, 0.72, 0.02, -0.09, 0.07, 0.08, 0.07, 0.12, 0.09, 0.12, -0.25, 0.86, -0.48, -0.64, -0.21, -0.09, -0.09, -0.09, -0.07, -0.25, 0.42, -0.37, -0.42, -0.38, 0.02, 0.09, 0.09, 0.09, 0.10, -0.20, 0.53, -0.19, -0.29, -0.10, -0.12, -0.12, -0.10, -0.29, 0.54, -0.19, -0.20, 0.02, 0.00, 0.02, 0.02, 0.02, 0.01, 0.09, 0.09, 0.09, 0.09, 0.02, 0.01, 0.03, 0.02, 0.02, 0.01, -0.26, 0.62, -0.30, -0.24, 0.08, 0.03, 0.03, 0.01, 0.02, 0.02, 0.02, 0.04, -0.01, 0.04],
  "gap_ev": [4.02, 3.89],
  "e_tot_ev": -359114.2190,
  "total_charge": -2,
  "de_lowest_kcal_mol": 0.0,
  "multiplicity": 1
}